112
Properties=species:S:1:pos:R:3 method="wB97M-V/def2-TZVPD" energy_ev=-93762.1552 homo_lumo_gap_ha=0.3205 charge=0 homo_ev=-8.519
C 1.8426 2.7024 2.8357
S 0.7924 2.7091 1.2653
O -0.4923 2.1025 1.6874
C 0.6330 4.5846 0.9692
H 1.2997 3.4672 3.3911
H 2.8782 2.9650 2.6196
H 1.8104 1.7011 3.2652
H 0.6736 5.1853 1.8778
H -0.1362 4.9942 0.3146
H 1.5030 4.8254 0.3582
C -1.3297 0.4694 1.3415
S 0.1929 -0.2482 0.7028
O -0.0428 -1.7756 0.7197
C 0.1280 0.1566 -1.0234
H -1.6413 1.3540 0.7861
H -1.1620 0.6953 2.3946
H -2.1201 -0.2726 1.2282
H -0.6187 -0.4064 -1.5834
H 1.0406 -0.1776 -1.5169
H 0.1311 1.2299 -1.2133
C 0.5761 1.6452 -2.9294
S 1.3774 -0.0373 -3.1188
O 0.1868 -0.8353 -3.4992
C 2.2159 0.3452 -4.7464
H 0.3754 2.0058 -3.9383
H 1.3138 2.3176 -2.4914
H -0.3760 1.6143 -2.3997
H 1.6092 0.8878 -5.4714
H 2.5563 -0.5916 -5.1875
H 3.1012 0.9719 -4.6387
C 2.8786 -0.8048 3.4701
O 2.6749 0.2841 3.0464
N 2.3504 -2.0163 3.1481
C 2.9117 -3.2703 3.5413
C 1.2857 -2.0671 2.1186
H 3.4649 -0.9771 4.3859
H 3.9174 -3.3297 3.9574
H 2.8407 -3.9136 2.6642
H 2.1788 -3.7760 4.1699
H 0.4797 -2.7848 2.2714
H 0.8614 -1.0740 1.9705
H 1.7387 -2.4209 1.1924
O 2.4998 0.5712 -0.9549
C 3.1683 -0.3691 -0.4654
O 4.3617 -0.7742 -0.8985
C 4.8096 -0.3085 -2.1817
C 5.6522 -1.3179 -3.0279
C 2.7346 -1.1386 0.7459
H 5.3288 0.6483 -2.1278
H 3.8715 -0.1484 -2.7131
H 5.5792 -0.9841 -4.0630
H 5.2106 -2.3144 -3.0285
H 6.7042 -1.2319 -2.7556
H 3.5168 -1.6754 1.2827
H 1.8585 -1.7201 0.4587
H 2.2621 -0.5539 1.5350
O -3.9934 -4.6081 2.3196
C -4.1450 -3.6478 1.6125
O -3.6856 -2.4079 1.8091
C -2.9605 -2.0008 2.8914
C -1.4455 -2.0873 2.4603
C -4.9477 -3.7378 0.3947
H -3.2357 -2.5804 3.7726
H -3.0873 -0.9223 2.9859
H -1.2338 -1.8367 1.4209
H -1.0771 -3.0706 2.7529
H -0.9974 -1.3372 3.1120
H -4.3528 -3.5682 -0.5028
H -5.7225 -2.9761 0.3070
H -5.4549 -4.6880 0.2277
O 2.2785 -3.0447 -1.1221
C 1.6270 -3.6698 -0.3216
O 2.1443 -4.6639 0.4880
C 3.5285 -5.0822 0.2294
C 4.5864 -4.1027 0.9284
C 0.1462 -3.6597 -0.2907
H 3.7441 -4.9971 -0.8357
H 3.7090 -6.0560 0.6846
H 4.1498 -3.6771 1.8319
H 4.7949 -3.3335 0.1848
H 5.4650 -4.7136 1.1355
H -0.0127 -3.9766 0.7400
H -0.2652 -4.4056 -0.9708
H -0.2168 -2.6537 -0.5011
O -5.1379 1.9335 -2.2689
C -4.4560 2.8458 -2.7468
O -3.1223 2.8222 -2.8832
C -2.3624 1.6853 -2.6041
C -2.2558 1.3512 -1.0992
C -5.1914 4.0120 -3.3335
H -1.3656 2.0157 -2.8962
H -2.7317 0.8106 -3.1395
H -1.6453 2.0846 -0.5724
H -1.8593 0.3491 -0.9359
H -3.2537 1.4059 -0.6641
H -4.6403 4.7944 -3.8552
H -5.5732 4.3895 -2.3850
H -5.9680 3.6812 -4.0232
O -4.5616 4.2387 -0.8931
C -3.4681 4.5825 -0.6112
O -2.9412 4.5918 0.6071
C -3.6154 3.8408 1.5369
C -2.7935 2.5587 1.9778
C -2.5896 5.3298 -1.5147
H -4.6139 3.5326 1.2268
H -3.8625 4.4663 2.3947
H -3.3153 2.1029 2.8192
H -1.7882 2.7172 2.3681
H -2.4814 1.8168 1.2427
H -3.1723 5.4979 -2.4204
H -1.7683 4.6316 -1.6764
H -2.2643 6.2989 -1.1364